Entry 1:
DFT (ωB97M-V/def2-TZVPD) results for a structure of composition C6H10N2O2 in a non-equilibrium geometry.

Geometry (Å):
C: 1.441 -1.471 0.325
C: 0.308 1.171 1.719
C: 1.297 -0.580 -0.952
C: -0.368 -0.452 0.888
C: -1.873 -0.774 0.969
C: -0.078 1.329 -1.537
N: 0.580 -1.330 1.209
N: -0.001 -0.035 -0.901
O: 1.380 1.392 1.253
O: -0.612 1.418 2.423
H: 2.401 -2.030 0.555
H: 2.089 0.136 -0.756
H: 1.430 -1.085 -1.962
H: -2.158 -1.767 1.145
H: -2.556 -0.254 0.202
H: -2.200 -0.307 1.921
H: -0.974 1.994 -1.264
H: 0.728 1.973 -1.387
H: -0.104 1.278 -2.569
H: -0.731 -0.607 -1.281

- Energy above the lowest of the compared OMol25 structures with the same formula, charge and spin: 88.6 kcal/mol
- Molar mass: 142.16 g/mol
- E_HOMO: -7.539 eV
- Kohn-Sham gap: 8.013 eV
- E_LUMO: 0.474 eV

How positive or negative is each atom? The Löwdin charges in e answer that: number 1, C, carries -0.131; number 2, C, carries -0.592; number 3, C, carries -0.170; number 4, C, carries -0.239; number 5, C, carries -0.034; number 6, C, carries -0.017; number 7, N, carries 0.095; number 8, N, carries -0.065; number 9, O, carries 0.075; number 10, O, carries 0.071; number 11, H, carries 0.131; number 12, H, carries 0.115; number 13, H, carries 0.143; number 14, H, carries 0.044; number 15, H, carries 0.108; number 16, H, carries 0.079; number 17, H, carries 0.129; number 18, H, carries 0.066; number 19, H, carries 0.056; number 20, H, carries 0.135

***

Entry 2:
DFT (ωB97M-V/def2-TZVPD) results for a structure of composition C28H23FN6O6PtS.

Geometry (Å):
Pt: 0.012 0.616 0.379
C: -6.328 -4.391 11.118
O: -5.422 -5.091 10.290
C: -4.695 -4.366 9.398
C: -3.797 -5.097 8.614
C: -3.015 -4.466 7.677
C: -3.113 -3.081 7.498
C: -4.006 -2.348 8.283
C: -4.792 -2.989 9.230
N: -2.308 -2.482 6.551
N: -2.316 -1.262 6.258
C: -1.921 -0.605 5.140
C: -2.075 0.781 5.116
C: -1.765 1.540 3.997
C: -1.265 0.945 2.845
O: -1.071 1.625 1.733
C: -0.992 -0.453 2.892
N: -0.383 -0.983 1.790
C: -0.186 -2.278 1.700
C: -0.547 -3.152 2.736
C: -1.107 -2.643 3.879
C: -1.351 -1.260 3.997
H: -6.795 -5.137 11.755
H: -7.099 -3.887 10.528
H: -5.811 -3.656 11.741
H: -3.733 -6.166 8.762
H: -2.321 -5.033 7.071
H: -4.076 -1.278 8.149
H: -5.472 -2.399 9.827
H: -2.476 1.263 5.997
H: -1.945 2.606 3.990
H: 0.262 -2.639 0.783
H: -0.375 -4.212 2.618
H: -1.376 -3.300 4.694
S: 2.673 0.524 1.308
C: 2.653 -0.201 -0.245
C: 3.782 -0.688 -0.897
C: 3.637 -1.214 -2.174
C: 2.380 -1.264 -2.743
C: 1.278 -0.783 -2.034
N: 1.423 -0.266 -0.828
H: 4.740 -0.641 -0.402
H: 4.498 -1.588 -2.710
H: 2.227 -1.680 -3.728
H: 0.262 -0.821 -2.400
C: 0.157 2.272 -0.795
H: -0.253 2.033 -1.777
H: 1.187 2.618 -0.904
H: -0.440 3.054 -0.327
F: -4.356 1.913 2.334
C: -4.312 1.484 1.069
C: -4.051 0.208 0.775
N: -4.056 -0.266 -0.518
C: -3.467 -1.561 -0.800
C: -1.942 -1.483 -0.971
O: -1.314 -2.539 -1.033
O: -1.456 -0.308 -1.072
C: -4.244 0.584 -1.591
O: -4.198 0.220 -2.745
N: -4.517 1.895 -1.245
C: -4.560 2.470 0.020
O: -4.787 3.645 0.183
H: -3.843 -0.515 1.553
H: -3.897 -1.943 -1.725
H: -3.708 -2.253 0.006
H: -4.664 2.521 -2.023

- Energy above the lowest of the compared OMol25 structures with the same formula, charge and spin: 11.4 kcal/mol
- Spin multiplicity: 5
- Molar mass: 785.67 g/mol
- E_HOMO (alpha / beta): -6.197 / -7.540 eV
- Kohn-Sham gap (alpha / beta): 5.698 / 3.915 eV
- E_LUMO (alpha / beta): -0.499 / -3.625 eV
- ⟨S²⟩: 6.109

How positive or negative is each atom? The Löwdin charges in e answer that: number 1, Pt, carries 1.250; number 2, C, carries -0.088; number 3, O, carries -0.085; number 4, C, carries -0.286; number 5, C, carries -0.006; number 6, C, carries -0.025; number 7, C, carries -0.270; number 8, C, carries -0.018; number 9, C, carries -0.022; number 10, N, carries 0.075; number 11, N, carries 0.104; number 12, C, carries -0.215; number 13, C, carries -0.010; number 14, C, carries -0.004; number 15, C, carries -0.363; number 16, O, carries -0.229; number 17, C, carries -0.160; number 18, N, carries -0.032; number 19, C, carries -0.114; number 20, C, carries -0.028; number 21, C, carries 0.013; number 22, C, carries -0.072; number 23, H, carries 0.092; number 24, H, carries 0.095; number 25, H, carries 0.095; number 26, H, carries 0.119; number 27, H, carries 0.110; number 28, H, carries 0.105; number 29, H, carries 0.103; number 30, H, carries 0.115; number 31, H, carries 0.125; number 32, H, carries 0.108; number 33, H, carries 0.109; number 34, H, carries 0.098; number 35, S, carries 0.843; number 36, C, carries -0.729; number 37, C, carries -0.062; number 38, C, carries -0.038; number 39, C, carries 0.001; number 40, C, carries -0.061; number 41, N, carries -0.133; number 42, H, carries 0.111; number 43, H, carries 0.117; number 44, H, carries 0.120; number 45, H, carries 0.117; number 46, C, carries -0.243; number 47, H, carries 0.007; number 48, H, carries -0.003; number 49, H, carries 0.007; number 50, F, carries 0.093; number 51, C, carries -0.188; number 52, C, carries 0.042; number 53, N, carries -0.006; number 54, C, carries -0.037; number 55, C, carries -0.639; number 56, O, carries 0.013; number 57, O, carries -0.152; number 58, C, carries -0.475; number 59, O, carries 0.091; number 60, N, carries 0.224; number 61, C, carries -0.396; number 62, O, carries 0.101; number 63, H, carries 0.150; number 64, H, carries 0.134; number 65, H, carries 0.133; number 66, H, carries 0.168

***

Entry 3:
DFT (ωB97M-V/def2-TZVPD) results for an isolated molecule of C9H18NP in a non-equilibrium geometry.

Geometry (Å):
H: 3.453 2.091 -0.423
N: 2.549 1.839 -0.240
C: 2.192 0.934 0.623
C: 2.788 -0.286 1.260
P: 3.766 -0.966 0.075
C: 5.134 -0.053 -0.420
C: 0.749 0.977 0.935
C: 0.159 0.507 -0.376
C: -1.390 0.270 -0.454
C: -1.926 1.365 0.453
C: -1.712 -1.088 -0.006
C: -3.199 -1.410 0.144
H: 2.002 -0.643 1.886
H: 3.399 -1.776 -0.989
H: 5.529 0.542 0.403
H: 5.837 -0.376 -1.195
H: 0.577 0.346 1.739
H: 0.438 1.929 1.093
H: 0.524 1.232 -1.098
H: 0.808 -0.406 -0.680
H: -1.750 0.327 -1.420
H: -1.795 1.054 1.508
H: -1.640 2.360 0.081
H: -3.133 1.519 0.429
H: -1.237 -1.434 0.902
H: -1.188 -1.630 -0.694
H: -3.831 -1.231 -0.760
H: -3.232 -2.408 0.546
H: -3.527 -0.594 0.812

- Energy above the lowest of the compared OMol25 structures with the same formula, charge and spin: 96.7 kcal/mol
- Molar mass: 171.22 g/mol
- E_HOMO: -8.071 eV
- Kohn-Sham gap: 7.229 eV
- E_LUMO: -0.842 eV
- SMILES string: [H]/N=C(\C=[PH]=C)CC[C@H](C)CC

How positive or negative is each atom? The Löwdin charges in e answer that: number 1, H, carries -0.018; number 2, N, carries 0.113; number 3, C, carries -0.503; number 4, C, carries -0.318; number 5, P, carries 0.908; number 6, C, carries -0.212; number 7, C, carries -0.206; number 8, C, carries -0.158; number 9, C, carries -0.384; number 10, C, carries -0.096; number 11, C, carries -0.282; number 12, C, carries -0.081; number 13, H, carries 0.032; number 14, H, carries -0.021; number 15, H, carries 0.010; number 16, H, carries 0.007; number 17, H, carries 0.080; number 18, H, carries 0.081; number 19, H, carries 0.100; number 20, H, carries 0.131; number 21, H, carries 0.115; number 22, H, carries 0.093; number 23, H, carries 0.086; number 24, H, carries 0.117; number 25, H, carries 0.117; number 26, H, carries 0.076; number 27, H, carries 0.089; number 28, H, carries 0.065; number 29, H, carries 0.060

***

Number 1: E -494.502520 hartree. Number 2: E -2478.048848 hartree. Number 3: E -749.610167 hartree.